Density functional theory data (wB97M-V/def2-TZVPD) for a structure of composition C3H11N2O4.

The value obtained for the HOMO energy is -4.68 eV. Its relative energy (zero: lowest compared OMol25 entry of this formula, charge and spin) is 37.3 kJ/mol. The value obtained for the HOMO-LUMO gap is 8.34 eV. Its multiplicity is 1. Its LUMO energy is 0.13456 Ha. The total charge is -1.

Atoms and positions in Å:
1 O 0.7914 -2.4236 -1.1873
2 O 0.5454 0.0424 0.5399
3 O 0.6044 -0.4319 -3.1949
4 O 1.5814 -0.0591 3.0767
5 N -0.8818 0.5653 -1.1323
6 N -1.3511 0.9840 2.5178
7 C 0.4703 0.6113 -2.5237
8 C -0.5853 0.3819 0.1446
9 C -1.7037 0.5740 1.1560
10 H -0.1456 1.4362 -2.9176
11 H -0.4581 0.6398 2.8265
12 H -2.1046 -0.4555 1.2632
13 H 2.0498 0.7761 3.0345
14 H -1.4039 1.9816 2.5248
15 H 0.8497 -1.9983 -2.0659
16 H 1.3132 0.8242 -1.8519
17 H 1.2573 -0.1386 2.1288
18 H -2.5935 1.0993 0.8182
19 H -1.8370 0.4634 -1.4609
20 H 0.7723 -1.6586 -0.6030

Forces on atoms 1 to 3 (eV/Å):
0.14 -0.27 -0.38
0.53 0.11 0.40
-0.35 -0.26 -0.39

Atomic partial charges in e from the Löwdin method, atoms 1 to 8: -0.10 -0.06 -0.19 -0.12 0.08 0.01 -0.34 -0.57